The following is a DFT calculation (ωB97M-V with the def2-TZVPD basis set) of a cluster of 9 separate species, C36H69N3O18 in total at a distorted geometry.

Last column: Mulliken charge in e.
Atoms and positions in Å:
1 C 15.60 -19.51 -15.74  -1.778
2 C 15.20 -19.02 -14.36  1.185
3 N 14.98 -20.00 -13.29  0.210
4 C 13.66 -20.65 -13.39  0.190
5 C 13.71 -21.98 -14.10  -1.485
6 C 15.19 -19.38 -11.91  0.125
7 C 16.58 -18.79 -11.80  -1.363
8 H 16.52 -20.08 -15.64  0.365
9 H 15.82 -18.65 -16.39  0.359
10 H 14.86 -20.13 -16.23  0.447
11 H 16.01 -18.42 -13.97  -0.338
12 H 14.30 -18.37 -14.38  -0.339
13 H 13.22 -20.79 -12.39  0.403
14 H 12.93 -20.03 -13.91  -0.183
15 H 14.51 -22.58 -13.63  0.314
16 H 12.81 -22.61 -14.04  0.427
17 H 13.92 -21.87 -15.17  0.221
18 H 15.13 -20.17 -11.16  0.692
19 H 14.48 -18.57 -11.67  -0.289
20 H 17.40 -19.38 -12.22  0.423
21 H 16.95 -18.72 -10.78  0.485
22 H 16.58 -17.79 -12.23  -0.150
23 C 15.16 -17.42 -5.06  -0.981
24 C 14.20 -18.42 -5.69  -0.578
25 N 13.76 -18.13 -7.04  0.201
26 C 13.15 -16.80 -7.24  -0.403
27 C 12.01 -16.75 -8.31  -1.007
28 C 14.73 -18.45 -8.06  0.670
29 C 15.12 -19.90 -8.10  -1.522
30 H 16.09 -17.19 -5.59  0.225
31 H 15.38 -17.75 -4.04  0.440
32 H 14.65 -16.44 -5.10  0.232
33 H 14.59 -19.43 -5.68  0.354
34 H 13.37 -18.38 -4.97  0.377
35 H 12.82 -16.50 -6.26  0.554
36 H 13.85 -16.00 -7.55  0.029
37 H 11.70 -15.72 -8.53  0.319
38 H 12.27 -17.14 -9.28  -0.139
39 H 11.12 -17.34 -8.15  0.470
40 H 15.60 -17.78 -7.96  0.115
41 H 14.27 -18.18 -9.01  -0.416
42 H 15.47 -20.30 -7.16  0.489
43 H 15.90 -20.09 -8.83  0.338
44 H 14.28 -20.53 -8.40  0.322
45 C 16.93 -10.66 -9.92  -1.115
46 C 17.08 -11.26 -8.54  -0.581
47 N 15.79 -11.64 -7.94  1.185
48 C 15.97 -12.67 -6.94  -0.863
49 C 16.52 -14.04 -7.46  -0.843
50 C 15.07 -10.51 -7.40  -0.702
51 C 13.59 -10.81 -7.27  -1.165
52 H 17.91 -10.57 -10.37  0.455
53 H 16.48 -9.70 -9.85  0.355
54 H 16.24 -11.35 -10.43  0.046
55 H 17.75 -12.14 -8.64  0.292
56 H 17.58 -10.50 -7.91  0.230
57 H 16.53 -12.36 -6.05  0.331
58 H 14.98 -12.83 -6.55  0.399
59 H 16.10 -14.32 -8.42  -0.012
60 H 17.60 -14.01 -7.68  0.475
61 H 16.25 -14.80 -6.74  0.192
62 H 15.24 -9.60 -8.02  0.371
63 H 15.46 -10.17 -6.39  0.308
64 H 13.01 -9.93 -7.06  0.465
65 H 13.41 -11.51 -6.48  0.336
66 H 13.18 -11.29 -8.17  0.118
67 O 19.83 -18.44 -13.80  -0.504
68 C 19.29 -17.40 -13.74  0.574
69 O 19.81 -16.26 -13.15  -0.427
70 C 18.73 -15.32 -13.06  -0.204
71 C 17.80 -15.65 -14.25  0.255
72 O 18.09 -17.04 -14.35  -0.325
73 H 18.22 -15.40 -12.08  0.147
74 H 19.07 -14.29 -13.20  0.425
75 H 18.14 -15.10 -15.13  0.406
76 H 16.75 -15.45 -14.01  -0.180
77 O 17.71 -12.63 -14.06  -0.492
78 C 16.57 -12.42 -13.96  0.582
79 O 15.59 -13.18 -14.58  -0.378
80 C 14.32 -12.51 -14.35  -0.347
81 C 14.53 -11.60 -13.23  0.481
82 O 15.98 -11.42 -13.22  -0.409
83 H 14.05 -12.12 -15.34  0.210
84 H 13.63 -13.30 -14.12  0.261
85 H 14.28 -12.09 -12.32  -0.486
86 H 13.98 -10.70 -13.42  0.507
87 O 9.25 -14.56 -12.01  -0.432
88 C 8.79 -15.15 -11.11  0.598
89 O 8.44 -16.53 -11.12  -0.300
90 C 7.92 -16.83 -9.75  -0.005
91 C 7.44 -15.44 -9.34  -0.455
92 O 8.53 -14.61 -9.84  -0.320
93 H 7.09 -17.51 -9.89  0.332
94 H 8.80 -17.12 -9.21  -0.024
95 H 7.35 -15.31 -8.27  0.348
96 H 6.45 -15.22 -9.73  0.325
97 O 11.97 -10.85 -15.21  -0.467
98 C 11.27 -10.90 -14.29  0.468
99 O 10.37 -9.91 -14.07  -0.378
100 C 9.90 -10.02 -12.71  -0.446
101 C 10.05 -11.51 -12.41  -0.199
102 O 11.21 -11.80 -13.25  -0.103
103 H 10.48 -9.38 -12.06  0.289
104 H 8.86 -9.74 -12.68  0.321
105 H 9.24 -12.06 -12.91  0.201
106 H 10.23 -11.91 -11.43  0.308
107 O 10.68 -19.57 -10.15  -0.513
108 C 10.78 -19.05 -11.19  0.217
109 O 10.19 -19.59 -12.35  -0.464
110 C 10.52 -18.61 -13.43  -0.715
111 C 11.51 -17.66 -12.85  1.104
112 O 11.65 -18.05 -11.44  0.599
113 H 10.90 -19.10 -14.32  0.388
114 H 9.65 -18.02 -13.69  0.282
115 H 11.03 -16.65 -12.87  -0.036
116 H 12.50 -17.75 -13.30  -0.791
117 O 15.15 -15.84 -12.34  -0.611
118 C 14.50 -15.25 -11.62  0.152
119 O 15.01 -14.40 -10.65  -0.156
120 C 13.87 -13.83 -9.87  0.628
121 C 12.68 -14.06 -10.84  0.250
122 O 13.12 -15.19 -11.61  0.019
123 H 13.62 -14.45 -9.05  -0.415
124 H 14.05 -12.80 -9.55  0.074
125 H 12.51 -13.22 -11.49  -0.627
126 H 11.81 -14.31 -10.23  0.169

For the energy, the calculation gives -79774.045 eV. As for the structure (SMILES): CCN(CC)CC.CCN(CC)CC.CCN(CC)CC.O=C1OCCO1.O=C1OCCO1.O=C1OCCO1.O=C1OCCO1.O=C1OCCO1.O=C1OCCO1. The calculation puts the HOMO energy at -8.1 eV.